1.
107
Properties=species:S:1:pos:R:3 method="wB97M-V/def2-TZVPD" e_homo_ev=-6.39 total_energy_ev=-103052.15157 charge=-1
O -0.217 1.046 0.887
V 0.994 0.062 0.604
O 0.493 -1.338 1.231
Cl 2.852 0.464 2.212
O 1.896 2.265 -0.418
C 2.488 3.262 -0.712
O 2.269 3.937 -1.823
B 3.114 5.127 -1.925
O 3.676 5.244 -0.540
C 3.431 4.161 0.151
O 3.891 3.909 1.227
O 4.193 5.011 -2.913
C 4.223 6.083 -3.718
O 5.090 6.338 -4.489
C 3.003 6.936 -3.302
O 2.394 6.348 -2.320
O 2.756 8.013 -3.781
C 1.400 -1.747 -3.687
C 0.809 -1.700 -2.262
C 0.053 -2.981 -1.917
C 0.943 -4.218 -1.712
C 2.021 -3.888 -0.716
C 2.804 -2.583 -0.974
N 1.820 -1.504 -1.188
O 2.470 -0.251 -1.310
C 3.655 -2.321 0.257
C 3.775 -2.797 -2.165
C -0.203 -0.556 -2.236
H 2.214 -1.026 -3.751
H 0.665 -1.362 -4.397
H 1.632 -2.743 -4.055
H -0.500 -2.888 -0.979
H -0.637 -3.211 -2.733
H 1.365 -4.543 -2.671
H 0.330 -5.041 -1.344
H 2.789 -4.668 -0.667
H 1.581 -3.872 0.286
H 3.031 -2.336 1.153
H 4.455 -3.046 0.394
H 4.124 -1.336 0.222
H 4.067 -1.858 -2.637
H 4.694 -3.264 -1.813
H 3.415 -3.488 -2.927
H 0.208 0.435 -2.449
H -0.615 -0.421 -1.225
H -0.998 -0.788 -2.939
H 3.005 -0.227 -2.122
C -0.657 -5.676 3.114
C -0.648 -4.360 3.910
C -1.082 -4.768 5.339
C -0.810 -3.669 6.354
C 0.670 -3.321 6.369
C 1.228 -2.961 4.984
N 0.755 -3.951 3.981
O 1.283 -3.673 2.705
C 0.701 -1.563 4.619
C 2.746 -3.074 5.024
C -1.629 -3.340 3.325
H -0.286 -5.528 2.096
H -1.657 -6.104 3.034
H 0.058 -6.357 3.572
H -2.140 -5.037 5.283
H -0.561 -5.674 5.660
H -1.220 -3.850 7.353
H -1.433 -2.797 6.102
H 1.178 -4.239 6.687
H 0.903 -2.499 7.044
H 0.479 -1.395 3.569
H -0.049 -1.089 5.251
H 1.556 -0.882 4.751
H 3.083 -3.906 5.642
H 3.211 -3.146 4.041
H 3.232 -2.176 5.422
H -1.812 -2.475 3.953
H -2.570 -3.817 3.040
H -1.241 -3.019 2.350
H 0.890 -2.831 2.398
C -3.070 3.212 -4.274
C -2.579 3.992 -3.042
C -3.277 5.359 -2.941
C -4.707 5.342 -2.442
C -4.909 4.506 -1.185
C -4.143 3.164 -1.165
N -2.826 3.351 -1.755
O -2.036 2.186 -1.573
C -3.989 2.749 0.284
C -5.025 2.130 -1.902
C -1.080 4.242 -3.229
H -4.151 3.046 -4.286
H -2.675 2.194 -4.277
H -2.832 3.813 -5.150
H -2.665 5.857 -2.182
H -3.106 5.859 -3.896
H -5.440 5.111 -3.224
H -4.927 6.409 -2.307
H -5.982 4.371 -1.035
H -4.597 5.077 -0.305
H -3.532 1.763 0.400
H -3.332 3.398 0.871
H -4.944 2.730 0.812
H -5.368 2.515 -2.862
H -4.524 1.173 -2.071
H -5.929 1.876 -1.340
H -0.512 3.350 -2.937
H -0.671 5.087 -2.681
H -0.772 4.262 -4.278
H -1.493 2.413 -0.807

***

2.
107
Properties=species:S:1:pos:R:3 method="wB97M-V/def2-TZVPD" e_homo_ev=-7.91 total_energy_ev=-109010.88636 smiles="O=S(=O)(F)N(CCCSC(=S)N(c1ccccc1)c1ccccc1)C[C@H]1CO1.CN(C)P(=O)(N(C)C)N(C)C.CN(C)P(=O)(N(C)C)N(C)C"
O 6.852 0.346 0.231
S 7.720 1.339 -0.526
O 8.997 1.477 0.270
F 8.122 0.602 -1.979
N 6.894 2.825 -0.758
C 5.466 2.634 -1.170
C 5.257 2.325 -2.737
C 3.992 1.327 -2.981
S 2.521 2.189 -3.706
C 1.009 1.887 -2.624
S 0.150 0.475 -2.847
N 0.690 2.973 -1.675
C 1.072 2.670 -0.287
C 1.570 1.311 0.260
C 1.889 1.176 1.799
C 1.724 2.374 2.781
C 1.263 3.766 2.238
C 0.942 3.868 0.733
C -0.689 3.477 -1.805
C -0.938 4.619 -2.856
C -2.351 5.233 -3.016
C -3.593 4.793 -2.168
C -3.334 3.621 -1.150
C -1.912 2.989 -0.981
C 7.609 3.754 -1.682
C 8.940 4.426 -0.816
C 10.323 4.621 -1.744
O 9.368 5.807 -1.256
H 4.937 1.838 -0.544
H 4.918 3.626 -0.958
H 6.221 1.820 -3.126
H 5.141 3.291 -3.347
H 3.743 0.807 -1.990
H 4.398 0.496 -3.673
H 1.703 0.417 -0.445
H 2.258 0.164 2.209
H 1.936 2.307 3.910
H 1.158 4.699 2.906
H 0.568 4.888 0.345
H -0.047 4.971 -3.480
H -2.485 6.080 -3.762
H -4.631 5.275 -2.292
H -4.253 3.279 -0.552
H -1.762 2.161 -0.209
H 6.995 4.698 -1.871
H 8.051 3.274 -2.615
H 9.082 4.097 0.329
H 11.293 4.924 -1.231
H 10.188 4.567 -2.882
O -1.814 -2.412 -3.571
P -2.652 -3.555 -2.968
N -2.126 -4.711 -4.132
C -2.468 -4.625 -5.542
C -0.689 -4.990 -4.023
N -4.168 -2.842 -3.318
C -4.989 -3.147 -4.466
C -4.291 -1.426 -2.972
N -3.595 -4.848 -2.204
C -3.288 -6.271 -2.270
C -4.290 -4.515 -0.962
H -1.911 -5.358 -6.135
H -2.262 -3.633 -5.959
H -3.512 -4.885 -5.709
H -0.393 -5.071 -2.972
H -0.085 -4.202 -4.484
H -0.442 -5.946 -4.495
H -4.545 -2.775 -5.394
H -5.982 -2.692 -4.373
H -5.173 -4.221 -4.542
H -3.869 -0.785 -3.751
H -3.775 -1.213 -2.034
H -5.339 -1.150 -2.822
H -3.427 -6.656 -3.281
H -3.966 -6.862 -1.643
H -2.268 -6.480 -1.938
H -5.351 -4.771 -1.054
H -4.231 -3.448 -0.733
H -3.873 -5.045 -0.101
O -0.766 0.714 5.043
P -1.599 -0.438 5.636
N -1.070 -1.580 4.458
C -1.416 -1.480 3.050
C 0.367 -1.854 4.562
N -3.118 0.272 5.297
C -3.940 -0.025 4.146
C -3.247 1.683 5.656
N -2.535 -1.743 6.388
C -2.222 -3.164 6.307
C -3.229 -1.426 7.635
H -0.857 -2.205 2.448
H -1.215 -0.483 2.643
H -2.459 -1.742 2.882
H 0.667 -1.945 5.611
H 0.967 -1.058 4.108
H 0.618 -2.804 4.079
H -3.500 0.359 3.222
H -4.935 0.425 4.247
H -4.120 -1.098 4.060
H -2.830 2.334 4.884
H -2.730 1.889 6.596
H -4.296 1.953 5.812
H -2.362 -3.539 5.292
H -2.896 -3.764 6.929
H -1.200 -3.372 6.635
H -4.289 -1.685 7.543
H -3.174 -0.361 7.875
H -2.808 -1.963 8.490

***

3.
106
Properties=species:S:1:pos:R:3 method="wB97M-V/def2-TZVPD" e_homo_ev=-8.66 total_energy_ev=-74803.65558 smiles="CC(=O)N(C(C)=O)C1=CC(=O)C=C(CCCS)C1=O.CNC(C)=O.CNC(C)=O.CNC(C)=O.CNC(C)=O.CNC(C)=O.CNC(C)=O"
C -4.241 4.041 0.488
C -3.435 3.311 -0.782
O -3.158 4.001 -1.891
N -3.086 1.836 -0.549
C -4.072 1.076 -1.400
C -4.290 1.206 -3.019
O -4.890 0.201 -0.753
C -1.645 1.535 -0.867
C -1.109 0.390 -1.648
C 0.515 0.160 -1.920
O 0.971 -1.069 -2.178
C 1.473 1.490 -1.801
C 0.988 2.669 -0.977
C 2.019 3.938 -0.861
C 1.457 5.350 -1.477
C 1.445 6.434 -0.208
S -0.011 7.654 -0.407
C -0.497 2.573 -0.232
O -0.674 3.307 0.869
H -4.253 3.312 1.433
H -5.364 4.268 0.236
H -3.632 4.993 0.850
H -3.524 1.895 -3.574
H -4.136 0.108 -3.463
H -5.417 1.468 -3.207
H -1.832 -0.410 -2.100
H 2.543 1.546 -2.323
H 2.326 4.058 0.277
H 3.012 3.665 -1.458
H 2.276 5.742 -2.246
H 0.411 5.247 -2.001
H 2.476 7.031 -0.134
H 1.225 5.886 0.829
H -0.929 6.918 -1.188
C 2.776 0.943 4.428
C 2.735 2.150 3.534
O 3.758 2.708 3.144
N 1.516 2.630 3.153
C 0.208 2.126 3.498
H 3.817 0.684 4.642
H 2.272 1.159 5.374
H 2.304 0.092 3.930
H 1.575 3.444 2.553
H -0.309 1.866 2.570
H -0.340 2.925 4.002
H 0.256 1.250 4.146
C -6.611 -2.043 -1.922
C -6.834 -2.812 -3.194
O -6.113 -2.667 -4.179
N -7.873 -3.694 -3.241
C -8.828 -4.009 -2.205
H -5.747 -1.383 -2.042
H -7.487 -1.428 -1.696
H -6.407 -2.733 -1.098
H -7.955 -4.171 -4.131
H -8.756 -5.079 -1.993
H -9.827 -3.786 -2.586
H -8.652 -3.443 -1.289
C 7.027 1.548 3.343
C 6.623 0.100 3.332
O 5.707 -0.327 4.032
N 7.303 -0.753 2.515
C 8.399 -0.456 1.623
H 6.391 2.098 4.044
H 8.065 1.645 3.670
H 6.898 1.981 2.348
H 6.971 -1.709 2.566
H 8.096 -0.734 0.611
H 9.254 -1.067 1.922
H 8.679 0.598 1.643
C 0.501 -1.727 0.670
C 0.391 -2.353 2.032
O 0.079 -1.701 3.026
N 0.648 -3.687 2.152
C 1.026 -4.622 1.119
H 0.266 -0.661 0.739
H 1.521 -1.832 0.290
H -0.212 -2.194 -0.016
H 0.553 -4.031 3.100
H 0.274 -5.414 1.088
H 1.991 -5.056 1.392
H 1.101 -4.152 0.138
C -11.320 -5.495 -5.143
C -11.430 -6.121 -3.781
O -11.742 -5.469 -2.787
N -11.173 -7.455 -3.662
C -10.795 -8.390 -4.694
H -11.555 -4.429 -5.074
H -10.300 -5.600 -5.523
H -12.033 -5.961 -5.829
H -11.268 -7.798 -2.713
H -11.547 -9.182 -4.725
H -9.830 -8.823 -4.422
H -10.720 -7.920 -5.675
C 11.554 3.520 3.117
C 11.150 2.073 3.106
O 10.234 1.645 3.806
N 11.831 1.219 2.288
C 12.927 1.516 1.397
H 10.919 4.070 3.817
H 12.593 3.618 3.444
H 11.425 3.953 2.121
H 11.498 0.264 2.339
H 12.624 1.238 0.384
H 13.782 0.905 1.696
H 13.207 2.570 1.417

***

4.
106
Properties=species:S:1:pos:R:3 method="wB97M-V/def2-TZVPD" e_homo_ev="-10.25 / -10.32" total_energy_ev=-278423.24563 charge=+1
Pt 0.512 -0.233 0.494
I 0.068 -0.943 3.174
C -0.779 -2.690 2.225
I -0.710 -2.644 0.052
H -1.822 -2.750 2.510
H -0.221 -3.559 2.553
C -0.188 1.651 -4.135
Si -0.441 1.386 -2.294
C -2.215 0.738 -2.042
C -0.066 3.001 -1.431
C 0.756 0.091 -1.600
H -0.888 2.406 -4.498
H -0.357 0.723 -4.684
H 0.830 1.992 -4.330
H -3.064 1.483 -2.332
H -2.471 0.533 -1.014
H -2.279 -0.196 -2.614
H -0.725 3.785 -1.803
H 0.968 3.286 -1.637
H -0.188 2.908 -0.357
H 1.777 0.427 -1.766
H 0.593 -0.860 -2.112
O 1.298 1.403 0.929
C 4.425 -1.539 5.407
O 4.677 -2.023 4.083
C 4.002 -1.495 3.088
O 3.139 -0.656 3.246
C 4.293 -1.997 1.718
C 5.307 -2.798 1.384
As 5.703 -3.740 -0.351
C 7.251 -2.591 -0.729
C 4.289 -2.835 -1.386
C 3.139 -2.854 -0.678
As 2.855 -1.326 0.481
C 4.010 0.138 -0.058
C 2.680 -4.074 0.070
O 2.137 -3.947 1.147
O 2.742 -5.287 -0.468
C 3.077 -5.569 -1.832
C 4.532 -1.769 -2.421
O 3.682 -0.972 -2.706
O 5.662 -1.838 -3.147
C 6.009 -3.065 -3.795
C 6.449 -3.194 2.295
O 6.856 -4.323 2.241
O 7.104 -2.294 3.033
C 7.232 -0.929 2.638
H 5.078 -2.089 6.074
H 3.387 -1.710 5.683
H 4.647 -0.475 5.469
H 8.013 -2.834 0.011
H 7.000 -1.536 -0.655
H 7.663 -2.800 -1.711
H 5.020 -0.205 -0.274
H 4.044 0.812 0.798
H 3.595 0.683 -0.897
H 2.949 -6.638 -1.967
H 4.111 -5.321 -2.058
H 2.409 -5.040 -2.510
H 6.953 -2.906 -4.305
H 5.247 -3.324 -4.530
H 6.117 -3.894 -3.091
H 7.808 -0.429 3.410
H 6.272 -0.423 2.536
H 7.772 -0.857 1.693
C -4.980 -0.010 -1.936
C -5.071 1.483 -1.561
C -4.427 2.374 -2.729
C -6.564 1.813 -1.520
Si -4.227 1.887 0.305
Br -1.981 0.945 0.596
C -5.264 1.049 1.711
C -5.620 -0.394 1.334
C -4.456 0.981 3.016
C -6.561 1.826 1.970
C -4.015 3.793 0.561
C -2.847 4.345 -0.246
C -5.292 4.531 0.137
C -3.721 4.104 2.035
H -5.508 -0.172 -2.883
H -5.463 -0.634 -1.190
H -3.987 -0.394 -2.067
H -4.871 2.088 -3.686
H -3.279 2.392 -2.923
H -4.688 3.419 -2.547
H -7.000 1.671 -2.513
H -6.764 2.841 -1.221
H -7.098 1.156 -0.836
H -4.733 -0.980 1.077
H -6.315 -0.440 0.498
H -6.108 -0.887 2.180
H -3.558 0.371 2.906
H -5.067 0.525 3.802
H -4.147 1.959 3.376
H -7.169 1.939 1.074
H -6.370 2.821 2.369
H -7.165 1.293 2.711
H -2.953 4.173 -1.318
H -1.906 3.911 0.076
H -2.773 5.427 -0.099
H -5.476 4.448 -0.933
H -5.191 5.596 0.365
H -6.181 4.170 0.655
H -2.854 3.552 2.402
H -4.569 3.882 2.682
H -3.506 5.171 2.149